Density functional theory data (ωB97M-V with the def2-TZVPD basis set) for C29H29AsN3PdSTe as an isolated structure in a non-equilibrium geometry.

Each line ends with the Mulliken charge.
Positions of all 65 atoms, in Å:
Pd  -2.871  7.200  17.129  -0.251
C  0.027  4.220  15.640  -1.036
C  -0.994  5.176  15.719  -0.021
N  -1.452  5.669  16.885  0.505
C  -1.081  5.057  18.061  0.575
C  0.008  4.160  18.089  0.943
C  0.611  3.810  16.870  -0.544
C  0.389  3.625  19.337  -0.647
C  -0.219  4.056  20.488  -0.954
C  -1.142  5.129  20.457  -0.109
C  -1.744  5.483  19.263  -0.746
N  -2.768  6.325  19.035  0.511
C  -3.948  6.397  19.721  0.105
C  -4.525  5.524  20.657  -0.693
C  -5.508  5.984  21.522  -0.564
C  -6.031  7.250  21.416  -0.947
C  -5.765  8.034  20.240  0.490
C  -6.411  9.228  19.827  -0.420
C  -6.038  9.883  18.669  -1.032
C  -4.991  9.304  17.859  -0.222
N  -4.393  8.181  18.266  0.150
C  -4.710  7.573  19.396  0.668
H  0.429  3.776  14.703  0.401
H  -1.507  5.531  14.799  0.173
H  1.505  3.149  16.862  0.449
H  1.192  2.884  19.397  0.443
H  0.060  3.655  21.471  0.439
H  -1.451  5.581  21.372  0.611
H  -4.055  4.541  20.852  0.542
H  -5.829  5.361  22.346  0.450
H  -6.733  7.644  22.134  0.476
H  -7.159  9.620  20.517  0.450
H  -6.508  10.840  18.372  0.417
H  -4.762  9.743  16.878  0.481
C  -0.529  8.923  20.384  -1.005
Te  -0.846  8.651  18.163  0.630
C  -0.863  10.847  18.235  -0.943
C  -0.232  11.292  19.556  0.486
C  0.128  12.613  19.809  -0.710
C  0.651  12.968  21.044  -0.560
C  0.975  11.978  22.002  -0.710
C  0.573  10.679  21.784  -0.694
C  -0.094  10.320  20.617  0.617
H  0.213  8.177  20.738  0.572
H  -1.499  8.636  20.854  0.440
H  -1.888  11.219  18.207  0.473
H  -0.325  11.177  17.346  0.561
H  -0.007  13.423  19.078  0.406
H  0.778  14.018  21.300  0.411
H  1.561  12.219  22.838  0.480
H  0.678  9.922  22.568  0.420
C  -3.015  7.835  11.920  -1.086
As  -3.373  8.395  13.725  0.739
C  -4.896  9.616  13.682  -1.028
C  -1.636  9.044  14.400  -0.677
S  -3.981  6.627  14.861  -0.144
H  -2.673  8.694  11.338  0.424
H  -3.946  7.453  11.451  0.402
H  -2.243  7.049  11.895  0.374
H  -5.272  9.698  12.669  0.417
H  -4.649  10.598  14.075  0.372
H  -5.616  9.115  14.324  0.400
H  -1.129  9.647  13.631  0.507
H  -0.948  8.174  14.592  0.318
H  -1.715  9.600  15.350  0.015

Values from the calculation:
Kohn-Sham gap (spin up / spin down)   7.19 / 3.36 eV
Spin multiplicity   5
Total charge   +3
Expectation value of S²   6.08
Energy above the lowest of the compared OMol25 structures with the same formula, charge and spin   0.0 kcal/mol
Calculated total energy   -4315.55713 Ha